# 1
Computed, not measured: a cluster of 5 separate species, C47H55BClF9N2O15 in total at a distorted geometry, with wB97M-V/def2-TZVPD.

As for the max |F|: 5.55 eV/Å. The charge is 0. The value obtained for the HOMO energy is -9.0 eV. As for the SMILES: CCCCCCC[C@](CCC(F)(F)C(F)(F)C(F)(F)C(F)(F)F)(O[C@@](CNC)(COC)CON=O)[C@@H](CB(O)O)OCCl.O=C1C=CC(=O)C=C1.O=C1C=CC(=O)C=C1.O=C1C=CC(=O)C=C1.O=C1C=CC(=O)C=C1. The LUMO energy is -1.99 eV.

The geometry in XYZ format:
```
130
Properties=species:S:1:pos:R:3:forces:R:3
C -3.828807 0.041806 5.687242 0.27 1.42 0.28
C -2.215910 -0.153105 5.920033 -0.01 -0.41 0.28
C -1.709816 -1.720939 5.933504 0.15 0.31 0.05
C -0.571334 -1.961783 4.733137 -1.67 -0.98 0.09
C -1.458936 -1.960590 3.315433 -0.49 -0.60 1.13
C -0.756763 -2.808002 2.127256 0.80 -0.89 0.50
C -0.815941 -2.245727 0.620336 0.87 -0.51 -0.43
C -2.048639 -1.285765 0.169611 -0.90 -2.32 -1.34
C -2.105793 -1.456433 -1.503436 0.22 0.01 -0.79
C -2.834591 -0.188589 -2.248406 -0.27 -0.04 -0.78
C -3.437676 -0.686874 -3.727090 0.86 -1.92 1.43
F -2.567806 -1.777851 -4.307020 -2.63 3.28 1.52
F -4.745795 -1.320933 -3.445123 3.30 1.94 -1.48
C -3.467685 0.506123 -4.850792 1.90 -0.80 -2.15
F -3.775346 -0.138335 -6.178156 0.56 2.54 4.29
F -2.081186 1.081192 -5.025188 -4.36 -1.87 0.84
C -4.436947 1.778125 -4.493906 0.30 2.79 -1.32
F -4.032326 2.555562 -3.296263 -1.11 -2.89 -3.76
F -4.318236 2.732518 -5.657886 -0.33 -3.17 3.74
C -6.031727 1.427293 -4.359641 -3.44 1.37 0.18
F -6.523944 0.366489 -5.267951 2.00 3.67 3.65
F -6.772610 2.682454 -4.753320 2.45 -4.45 1.45
F -6.403197 1.187240 -2.917482 1.35 0.39 -5.27
O -2.086265 0.061139 0.645552 1.34 -0.29 -0.65
C -0.947519 0.916838 0.604319 2.18 3.57 0.55
C -0.060684 1.053923 1.997408 -0.91 0.40 0.29
N 0.916433 -0.043135 2.267544 0.73 1.09 1.35
C 1.944318 0.578436 3.236808 1.17 0.66 -1.19
C 0.094878 0.870663 -0.631014 0.22 0.32 -2.48
O 1.428408 1.496788 -0.375145 -1.74 -0.17 -1.07
C 2.010621 2.009345 -1.625319 1.54 0.61 0.60
C -1.658848 2.439808 0.482686 -1.87 -1.84 0.25
O -0.698443 3.524723 0.295542 -0.25 -3.01 -0.28
N -1.358260 4.647512 -0.064626 0.46 2.95 4.57
O -1.201572 5.406020 0.903467 -0.95 -1.02 -3.86
C -3.564776 -1.895122 0.568615 -0.51 0.77 -1.22
C -3.640591 -3.526914 0.576357 -0.87 0.38 1.35
B -5.260763 -3.949682 0.470468 -1.03 -0.37 0.32
O -5.647350 -4.947224 -0.562285 1.18 -0.18 3.47
O -6.288056 -3.381404 1.412981 1.94 -2.68 -1.69
O -4.139507 -1.236233 1.769806 -1.12 0.10 -1.67
C -5.213413 -0.308996 1.320959 0.97 0.30 -1.73
Cl -5.868154 0.762574 2.685907 0.78 -1.39 -1.30
H -3.942211 0.803561 4.777092 -0.10 -2.00 1.90
H -4.271098 0.621686 6.631421 0.79 -1.43 -2.03
H -4.427030 -0.953353 5.528079 1.26 1.99 0.13
H -1.942396 0.304354 6.964897 -0.36 -0.63 -2.19
H -1.654592 0.413128 5.049548 -0.98 -1.07 1.94
H -1.288842 -2.024930 6.998892 -0.72 0.76 -2.21
H -2.677144 -2.387094 5.773197 2.21 1.14 0.08
H -0.114533 -3.047545 4.904291 -0.81 2.31 -0.50
H 0.279294 -1.158175 4.740437 -1.72 -1.51 0.00
H -2.466924 -2.531705 3.605319 2.09 1.31 -0.72
H -1.779284 -0.864401 3.064013 0.78 -2.20 0.19
H 0.392964 -2.939679 2.421414 -2.40 0.42 -0.74
H -1.186228 -3.922006 2.123969 0.82 2.61 0.14
H 0.246324 -1.757003 0.379622 -2.58 -0.74 0.39
H -0.857573 -3.195515 -0.104533 -0.02 2.12 1.50
H -2.736435 -2.421110 -1.814488 1.35 2.08 1.02
H -1.018058 -1.663826 -1.949792 -2.42 0.72 0.94
H -2.134970 0.716196 -2.492601 -1.14 -1.84 0.63
H -3.737168 0.228325 -1.588726 1.84 -1.01 -1.64
H -0.868526 1.106056 2.875094 1.71 -0.34 -1.72
H 0.531847 2.079266 2.075230 -1.54 -1.76 -0.86
H 1.494333 -0.335634 1.455815 -0.96 0.74 0.44
H 2.608659 -0.221025 3.774082 -1.58 1.46 -0.79
H 1.459845 1.374028 3.951803 0.84 -1.98 -1.18
H 2.680046 1.194116 2.526322 -1.28 -0.97 1.71
H 0.324155 -0.171535 -1.103032 -0.72 1.65 1.10
H -0.371457 1.530591 -1.510446 0.76 -1.48 1.76
H 2.410682 1.117074 -2.269025 -1.05 1.62 0.83
H 2.974177 2.638706 -1.309105 -2.45 -1.53 -0.60
H 1.314452 2.758009 -2.195633 1.03 -1.67 0.96
H -2.250224 2.604235 1.484290 1.19 -0.11 -1.77
H -2.488256 2.410475 -0.375476 1.98 0.14 1.56
H -4.298854 -1.554056 -0.311719 1.80 -0.67 1.53
H -3.315572 -3.894648 1.663607 -0.36 0.70 -2.39
H -3.010173 -4.042381 -0.282339 -1.28 1.27 1.92
H -5.275836 -5.824400 -0.194240 -0.73 1.85 -1.22
H -6.893742 -4.111673 1.742498 0.85 1.36 -1.02
H -4.705947 0.425492 0.531858 -1.19 -1.34 1.83
H -6.107584 -0.850969 0.780890 1.71 0.85 1.52
C 0.093162 -8.256177 3.142875 0.03 0.46 -0.18
C -0.446019 -7.048799 2.948327 0.35 -0.29 -0.06
C -1.796983 -6.723781 3.446795 -0.30 0.70 -0.08
O -2.292062 -5.619589 3.267441 0.17 -0.72 0.10
C -2.527947 -7.783542 4.169568 -0.03 -0.43 0.17
C -1.988765 -8.990919 4.364117 -0.38 0.32 0.05
C -0.637802 -9.315939 3.865648 0.42 -0.92 0.16
O -0.142723 -10.420130 4.045003 -0.36 0.80 -0.13
H 1.082522 -8.511222 2.783195 -0.03 -0.03 0.03
H 0.077661 -6.260598 2.420771 -0.03 0.02 0.03
H -3.517306 -7.528497 4.529247 0.03 0.03 -0.01
H -2.512445 -9.779122 4.891672 0.05 0.01 -0.02
C 6.928763 0.968844 -1.318882 -0.40 0.11 0.26
C 5.841505 1.745227 -1.281124 0.27 -0.34 0.22
C 5.531454 2.683132 -2.378127 -0.53 0.49 -0.12
O 4.537592 3.395555 -2.343470 0.89 -0.24 -0.12
C 6.468029 2.728641 -3.518549 0.32 -0.17 -0.17
C 7.555286 1.952258 -3.556306 -0.17 0.36 -0.13
C 7.865337 1.014354 -2.459303 0.61 -0.38 -0.07
O 8.859200 0.301931 -2.493960 -0.56 0.38 0.01
H 7.171227 0.276067 -0.522314 0.02 0.01 -0.03
H 5.144446 1.723004 -0.452009 0.01 0.01 -0.01
H 6.225564 3.421418 -4.315116 -0.01 -0.01 0.03
H 8.252345 1.974482 -4.385421 -0.08 -0.01 0.03
C 0.033915 8.579058 0.741292 -0.06 -0.18 0.38
C 0.000879 8.725369 2.069384 -0.05 -0.25 -0.39
C 0.355656 10.008242 2.707804 -0.04 0.04 0.91
O 0.327622 10.142463 3.923415 0.03 -0.06 -0.78
C 0.746554 11.122983 1.822166 0.09 0.19 -0.46
C 0.779590 10.976672 0.494074 0.07 0.29 0.40
C 0.424813 9.693799 -0.144345 0.01 -0.14 -0.89
O 0.452847 9.559578 -1.359957 -0.01 0.11 0.79
H -0.222567 7.644749 0.257004 -0.01 0.06 0.02
H -0.284426 7.917492 2.732522 0.01 0.03 -0.01
H 1.003036 12.057291 2.306454 -0.01 -0.04 0.02
H 1.064896 11.784549 -0.169065 -0.02 -0.05 -0.01
C 9.894419 -1.980109 -5.855401 0.02 0.42 0.20
C 9.530175 -0.700158 -5.731406 0.29 -0.31 0.12
C 8.511698 -0.104149 -6.618360 -0.14 0.61 0.06
O 8.179152 1.067815 -6.506880 0.17 -0.62 -0.12
C 7.910511 -0.977292 -7.645977 -0.06 -0.39 -0.22
C 8.274755 -2.257244 -7.769973 -0.28 0.39 -0.15
C 9.293232 -2.853254 -6.883019 0.30 -0.93 -0.04
O 9.625777 -4.025217 -6.994498 -0.25 0.81 0.06
H 10.640373 -2.432692 -5.213551 -0.03 -0.01 -0.03
H 9.961275 -0.046961 -4.982203 -0.05 -0.04 0.01
H 7.164556 -0.524710 -8.287827 0.02 0.02 0.03
H 7.843655 -2.910442 -8.519176 0.04 0.00 0.04
```
Positions in Å, forces in eV/Å.

=====

# 2
Computed, not measured: a cluster of 6 separate species, C47H56Cl2NO12PS in total at a distorted geometry, with wB97M-V/def2-TZVPD.

As for the max |F|: 1.81 eV/Å. The charge is 0. The value obtained for the HOMO energy is -9.1 eV. As for the SMILES: COCCCCCCCCCC[C@@](CN[PH2]=S)(OC)[C@@H](Cl)[C@@H](C)Cl.O=C1C=CC(=O)C=C1.O=C1C=CC(=O)C=C1.O=C1C=CC(=O)C=C1.O=C1C=CC(=O)C=C1.O=C1C=CC(=O)C=C1. The LUMO energy is -1.65 eV.

The geometry in XYZ format:
```
120
Properties=species:S:1:pos:R:3:forces:R:3
C -10.702948 -3.067849 5.616754 -0.05 0.14 -0.21
O -9.829354 -2.556828 4.622064 -0.12 0.09 0.13
C -8.507030 -2.372502 5.091471 0.23 0.35 -0.51
C -7.672864 -1.660809 4.009427 0.35 -0.77 0.55
C -6.334892 -2.388898 3.759798 -0.51 0.57 -0.89
C -5.635610 -1.840755 2.477394 0.12 0.00 1.08
C -4.229560 -1.265970 2.742607 -0.18 0.15 -0.79
C -3.277398 -1.363640 1.515917 -0.36 0.67 0.90
C -2.509660 -0.040523 1.350672 0.47 -0.80 -0.47
C -1.310716 -0.174592 0.386505 -0.09 -0.10 0.66
C -0.099375 -0.722561 1.142131 -0.02 -0.20 -0.51
C 1.143087 -0.853371 0.242104 -0.19 -0.32 0.10
C 2.424132 -1.050070 1.067572 -0.87 -0.28 -0.04
C 2.607779 0.240654 1.877166 0.35 0.75 -0.16
N 2.571038 1.443478 0.974307 0.46 0.16 1.67
P 2.274624 2.870694 1.872681 0.45 0.73 -1.09
S 3.041187 4.463330 1.046898 0.02 -0.27 0.27
O 2.092861 -2.148429 1.931579 0.51 0.14 0.11
C 2.911327 -2.282360 3.082859 -0.45 -0.12 0.16
C 3.704798 -1.484714 0.275477 0.29 1.04 -0.20
Cl 3.444646 -1.808258 -1.483411 -0.19 -0.12 0.44
C 4.962454 -0.562496 0.428307 0.80 -1.30 -0.98
C 6.212142 -1.456274 0.357092 -0.54 0.04 0.69
Cl 5.108943 0.644468 -0.909992 0.00 0.28 0.51
H -11.225717 -3.942125 5.224647 0.13 -0.09 0.06
H -11.466225 -2.326532 5.871597 0.12 0.08 0.05
H -10.144060 -3.327789 6.516980 -0.13 -0.15 0.06
H -8.500647 -1.761178 6.001822 -0.08 -0.20 0.13
H -8.058721 -3.352484 5.296632 -0.03 0.01 0.22
H -7.452596 -0.644780 4.339465 -0.19 0.16 -0.31
H -8.242080 -1.660347 3.080779 -0.10 0.18 0.04
H -6.570028 -3.440498 3.586849 0.18 -0.10 0.31
H -5.688929 -2.273909 4.630632 0.04 -0.22 0.03
H -5.620269 -2.628776 1.726997 0.14 0.01 -0.11
H -6.253201 -1.023611 2.101401 0.00 -0.10 -0.30
H -4.360983 -0.199808 2.952384 0.04 -0.04 0.22
H -3.772585 -1.701815 3.632778 0.02 -0.13 -0.08
H -2.588447 -2.192066 1.687797 0.02 -0.06 -0.30
H -3.879733 -1.549011 0.629624 0.11 -0.19 -0.20
H -2.123775 0.218303 2.340492 -0.11 0.42 -0.06
H -3.193945 0.728147 0.987797 -0.06 0.07 0.23
H -1.055823 0.789843 -0.059081 -0.12 -0.08 -0.02
H -1.564241 -0.887940 -0.401846 -0.02 0.21 -0.25
H -0.343494 -1.732888 1.476054 0.02 0.11 0.26
H 0.070506 -0.122015 2.038430 -0.03 0.06 -0.12
H 0.960648 -1.725311 -0.383761 0.25 -0.06 -0.12
H 1.249082 0.002212 -0.423395 0.03 -0.64 0.46
H 1.813908 0.356629 2.615226 -0.08 -0.30 -0.15
H 3.538927 0.274183 2.451621 -0.17 -0.22 0.06
H 3.517372 1.594102 0.623285 -0.17 0.01 -0.49
H 2.764912 2.693915 3.184982 -0.36 -0.31 -0.01
H 0.879741 2.975179 1.930747 0.04 -0.53 0.42
H 2.502589 -1.678188 3.899637 0.24 0.12 0.00
H 3.957807 -2.019499 2.904843 0.03 -0.01 -0.01
H 2.860117 -3.320657 3.408934 0.05 -0.02 -0.13
H 4.007300 -2.458687 0.647851 -0.15 0.03 0.19
H 5.003266 -0.046976 1.382162 -0.24 0.21 -0.19
H 6.127946 -2.166277 1.188526 0.12 -0.04 -0.08
H 7.126076 -0.892802 0.526116 0.05 0.01 -0.30
H 6.223396 -2.027623 -0.568037 0.18 0.13 -0.10
C -2.634052 4.579167 4.147819 -0.06 0.04 0.03
C -3.063678 5.835720 4.227510 -0.01 -0.10 0.01
C -2.268414 6.958526 3.669321 0.01 0.08 -0.03
O -2.659948 8.102278 3.744986 -0.01 -0.02 0.02
C -0.977121 6.626387 3.017373 0.05 -0.06 -0.01
C -0.547431 5.369883 2.938079 -0.03 -0.01 0.01
C -1.344118 4.249165 3.496920 0.03 0.03 -0.04
O -0.956594 3.098161 3.425811 0.01 0.03 0.01
H -3.197065 3.745559 4.548054 0.02 -0.03 -0.01
H -4.002304 6.099850 4.697532 0.00 0.04 -0.01
H -0.413112 7.458228 2.615388 -0.02 0.01 -0.01
H 0.393166 5.114188 2.464250 0.00 0.07 -0.03
C -3.233969 -1.572806 -4.519117 -0.01 0.05 -0.01
C -2.506911 -0.755563 -5.276170 -0.08 0.00 -0.10
C -3.121660 -0.027904 -6.413383 0.08 0.00 0.02
O -2.467985 0.723129 -7.107554 -0.01 0.04 -0.01
C -4.566721 -0.245502 -6.677713 -0.06 -0.01 -0.02
C -5.290521 -1.064118 -5.920550 -0.03 0.05 -0.06
C -4.679721 -1.787400 -4.779574 0.09 -0.12 0.20
O -5.336950 -2.530180 -4.080206 -0.04 0.04 -0.06
H -2.807468 -2.117614 -3.687385 0.02 -0.03 0.00
H -1.451656 -0.590300 -5.104188 -0.01 0.00 0.05
H -4.988984 0.297134 -7.514167 0.04 0.02 -0.01
H -6.345172 -1.237814 -6.093761 0.00 -0.03 0.03
C 0.568753 1.942900 -1.605235 0.05 0.26 -0.23
C 0.420893 3.169674 -1.110628 -0.13 -0.13 -0.03
C -0.635585 4.079525 -1.619671 0.05 -0.03 0.04
O -0.773456 5.197659 -1.172288 -0.06 0.03 0.05
C -1.521712 3.569288 -2.696688 -0.03 -0.06 -0.05
C -1.375393 2.341629 -3.188385 -0.04 0.05 -0.02
C -0.317968 1.433685 -2.680685 0.06 -0.04 0.09
O -0.189034 0.306944 -3.112631 0.02 -0.02 -0.06
H 1.329681 1.260010 -1.245717 -0.05 0.55 -0.34
H 1.053151 3.557896 -0.321227 -0.01 0.14 -0.22
H -2.285669 4.249521 -3.051292 0.01 0.03 0.02
H -2.011702 1.950510 -3.972409 0.02 -0.02 -0.02
C 11.922976 1.853003 -0.272495 0.00 -0.07 0.07
C 11.448559 0.791411 0.374150 0.06 0.05 -0.02
C 10.188198 0.134917 -0.049882 -0.02 -0.06 0.06
O 9.748909 -0.828328 0.544701 0.00 0.03 0.00
C 9.478891 0.701673 -1.220488 -0.06 0.06 -0.10
C 9.949478 1.765755 -1.865792 -0.05 -0.07 0.02
C 11.210857 2.423903 -1.443490 0.03 0.08 -0.05
O 11.644059 3.390495 -2.031500 -0.01 -0.02 0.02
H 12.839707 2.349197 0.019221 0.00 0.03 -0.03
H 11.950256 0.360399 1.231083 -0.02 -0.03 0.00
H 8.560802 0.205865 -1.511435 0.00 -0.01 0.02
H 9.444186 2.198242 -2.719734 0.02 0.03 0.00
C 3.204806 -3.471814 -5.389990 -0.05 0.02 0.09
C 2.157161 -3.036539 -4.693344 0.13 0.14 -0.05
C 0.774949 -3.193401 -5.214841 -0.08 0.04 -0.06
O -0.197718 -2.810353 -4.601402 0.09 -0.02 0.14
C 0.614807 -3.834306 -6.544401 0.07 -0.09 -0.06
C 1.663664 -4.270817 -7.235316 -0.11 -0.01 -0.02
C 3.041697 -4.129128 -6.708704 0.08 -0.02 -0.06
O 3.998896 -4.524564 -7.338659 0.00 -0.01 0.02
H 4.221594 -3.359404 -5.035562 0.01 0.00 -0.02
H 2.286176 -2.518243 -3.750388 -0.23 -0.10 -0.01
H -0.400099 -3.930828 -6.909098 -0.01 0.03 0.04
H 1.565916 -4.745186 -8.203400 0.04 0.00 -0.01
```
Positions in Å, forces in eV/Å.